# 1
Density functional theory data (ωB97M-V with the def2-TZVPD basis set) for a structure of composition C8H10N2OS at a distorted geometry.

ORCA input file:
```
! wB97M-V def2-TZVPD RIJCOSX def2/J DEFGRID3
* xyz 0 1
C -0.048 0.281 -0.292
C 1.921 2.313 -0.822
C 0.692 -1.948 -0.973
C -1.156 0.711 0.342
C 1.550 -2.676 0.088
C 1.307 -1.461 0.904
C -1.918 -0.407 1.092
C -1.882 1.939 0.061
N 1.811 2.151 -1.975
N 0.568 -0.833 -0.038
O 0.293 -1.908 -2.119
S 2.157 2.795 0.614
H 1.024 -3.494 0.650
H 2.577 -3.020 -0.337
H 1.858 -0.951 1.721
H -2.930 -0.133 1.188
H -1.839 -1.304 0.603
H -1.524 -0.595 2.139
H -2.266 2.462 0.983
H -1.160 2.619 -0.371
H -2.632 1.901 -0.735
H 1.596 1.560 -2.720
*
```

Results
- E_LUMO (spin up / spin down) (Eh) = -0.013 / 0.000
- E_HOMO (spin up / spin down) (eV) = -7.654 / -7.810
- energy above the lowest of the compared OMol25 structures with the same formula, charge and spin (eV) = 5.440
- F_max (eV/A) = 3.65

Here are the Löwdin charges for atoms 1 to 5, given in e: -0.05, -0.96, -0.31, -0.31, -0.07

=====

# 2
Density functional theory data (ωB97M-V with the def2-TZVPD basis set) for a cluster of 3 separate species, C33H62B3F2N2O8Si in total at a distorted geometry.

ORCA input file:
```
! wB97M-V def2-TZVPD RIJCOSX def2/J DEFGRID3
* xyz 1 1
C -2.791 -0.766 2.075
C -2.166 -1.484 0.734
O -0.824 -1.018 0.351
B 0.222 -1.520 1.283
O 0.054 -2.703 2.150
C 1.619 -0.669 1.371
C 2.929 -1.435 0.660
C 2.783 -2.900 -0.082
C 2.091 -2.692 -1.590
C 3.274 -2.960 -2.739
O 2.788 -2.808 -4.120
C 4.294 -0.539 0.777
B 5.694 -1.102 0.090
O 6.666 -1.987 0.791
O 5.996 -0.692 -1.318
C 6.143 0.774 -1.397
C 4.302 0.885 1.552
O 5.572 1.675 1.660
B 5.273 3.098 1.918
O 5.347 3.700 3.295
O 4.831 4.008 0.840
N 3.045 1.394 2.118
N 1.908 0.665 1.981
C 0.696 1.401 2.601
F 0.158 0.662 3.807
F -0.358 1.735 1.608
C 1.120 2.879 3.260
C 1.303 4.085 2.183
Si 0.928 5.842 2.979
C 2.474 6.408 3.982
C -0.639 5.834 4.114
C 0.716 7.033 1.431
C 1.691 8.312 1.110
C 1.373 9.163 -0.281
C 0.134 8.734 -1.313
C -0.882 7.450 -0.980
C -0.547 6.611 0.419
H -3.962 -0.600 1.929
H -2.347 0.289 2.321
H -2.609 -1.438 3.039
H -2.886 -1.194 -0.172
H -2.234 -2.656 0.828
H 0.039 -3.558 1.625
H 2.175 -3.695 0.567
H 3.824 -3.426 -0.304
H 1.174 -3.418 -1.749
H 1.732 -1.581 -1.735
H 4.168 -2.197 -2.608
H 3.628 -4.090 -2.621
H 2.751 -1.850 -4.409
H 6.234 -2.368 1.612
H 7.016 1.206 -0.734
H 6.383 1.119 -2.515
H 5.157 1.357 -1.079
H 6.177 4.265 3.270
H 5.364 3.893 0.000
H 1.983 2.784 4.066
H 0.157 3.170 3.908
H 2.445 4.130 1.891
H 0.641 4.041 1.225
H 2.552 7.598 4.018
H 3.434 5.961 3.477
H 2.362 5.959 5.063
H -1.635 5.537 3.576
H -0.435 5.140 5.064
H -0.771 6.934 4.549
H 2.569 8.561 1.850
H 2.027 10.076 -0.624
H -0.085 9.307 -2.325
H -1.765 7.126 -1.713
H -1.262 5.682 0.641
C -4.282 -0.937 -3.964
C -3.338 -0.197 -4.899
C -2.054 -0.970 -5.205
C -1.156 -1.264 -3.996
C -0.692 -0.035 -3.209
C 0.167 0.916 -4.029
H -3.834 -1.093 -2.979
H -5.201 -0.358 -3.822
H -4.558 -1.912 -4.379
H -3.102 0.787 -4.480
H -3.862 -0.010 -5.844
H -1.480 -0.415 -5.956
H -2.320 -1.925 -5.675
H -0.274 -1.815 -4.347
H -1.680 -1.941 -3.311
H -0.102 -0.379 -2.349
H -1.550 0.504 -2.796
H 1.049 0.404 -4.426
H 0.511 1.746 -3.402
H -0.392 1.344 -4.865
C -4.273 -7.835 2.804
C -5.329 -6.968 2.136
C -5.566 -7.322 0.666
C -4.357 -7.140 -0.261
C -3.760 -5.730 -0.291
C -4.728 -4.677 -0.809
H -3.289 -7.700 2.343
H -4.182 -7.569 3.862
H -4.542 -8.894 2.743
H -5.055 -5.913 2.237
H -6.274 -7.093 2.678
H -6.404 -6.723 0.292
H -5.893 -8.367 0.602
H -4.657 -7.421 -1.278
H -3.570 -7.847 0.027
H -2.880 -5.743 -0.948
H -3.398 -5.444 0.701
H -5.080 -4.928 -1.814
H -4.232 -3.702 -0.857
H -5.598 -4.573 -0.154
*
```

Results
- E_LUMO (Eh) = -0.196
- E_HOMO (eV) = -10.144
- F_max (eV/A) = 5.63

Here are the Löwdin charges for atoms 1 to 5, given in e: -0.08, -0.21, -0.04, -0.42, 0.07

=====

# 3
Density functional theory data (ωB97M-V with the def2-TZVPD basis set) for a structure of composition C25H30EuF5O5 at a distorted geometry.

ORCA input file:
```
! wB97M-V def2-TZVPD RIJCOSX def2/J DEFGRID3
* xyz -2 7
C 0.047 -0.453 -3.498
C -0.489 -1.467 -2.447
C -0.135 0.972 -2.919
C -1.251 0.811 -1.879
H -0.391 1.670 -3.723
H 0.799 1.288 -2.430
C -0.939 -0.614 -1.266
H 0.296 -2.184 -2.182
H -1.358 -2.000 -2.863
C 0.197 -0.479 -0.232
H -1.841 -1.013 -0.770
H -2.208 0.709 -2.419
C -1.379 1.886 -0.879
C 1.516 -0.607 -3.834
C -0.688 -0.589 -4.844
O -1.451 0.278 -5.217
O 2.332 -1.215 -3.150
O 1.843 0.017 -4.975
O -0.452 -1.665 -5.628
C 0.252 -2.873 -5.237
H 0.195 -3.096 -4.161
H 1.297 -2.799 -5.568
H -0.252 -3.661 -5.804
C 3.242 -0.033 -5.264
H 3.814 0.472 -4.475
H 3.353 0.484 -6.216
H 3.580 -1.074 -5.342
O -0.241 0.383 0.740
H 1.120 -0.105 -0.724
H 0.458 -1.487 0.172
C -2.735 2.200 -0.425
C -0.302 2.843 -0.625
H 0.039 3.375 -1.528
H 0.575 2.346 -0.186
H -0.637 3.594 0.101
H -2.727 2.498 0.630
H -3.405 1.337 -0.535
H -3.179 3.040 -0.994
Eu 0.116 -0.009 3.023
C -1.659 -1.384 4.718
C -2.325 -1.421 3.453
C -1.574 -2.272 2.582
H -3.273 -0.940 3.213
C -0.443 -2.759 3.310
C -0.496 -2.210 4.628
H 0.207 -2.408 5.437
H -2.012 -0.873 5.615
H -1.841 -2.533 1.559
H 0.303 -3.458 2.936
C 2.621 1.133 3.577
C 2.501 -0.007 4.441
C 2.583 -1.183 3.628
H 2.410 0.018 5.526
C 2.760 -0.776 2.269
C 2.783 0.656 2.236
H 2.935 1.271 1.351
H 2.627 2.176 3.890
H 2.543 -2.209 3.985
H 2.900 -1.435 1.414
F -0.383 3.167 2.935
C -0.878 2.292 3.890
F -0.306 2.636 5.090
C -2.384 2.413 3.959
F -2.776 3.700 4.070
F -2.971 1.906 2.828
F -2.865 1.723 5.026
*
```

Results
- E_LUMO (spin up / spin down) (Eh) = 0.144 / 0.144
- E_HOMO (spin up / spin down) (eV) = 0.591 / 2.226
- ⟨S²⟩ = 12.04
- F_max (eV/A) = 3.15

Here are the Löwdin charges for atoms 1 to 5, given in e: -0.25, -0.07, -0.06, -0.23, 0.13

=====

# 4
Density functional theory data (ωB97M-V with the def2-TZVPD basis set) for an isolated molecule of C3H8N2O2 at a distorted geometry.

ORCA input file:
```
! wB97M-V def2-TZVPD RIJCOSX def2/J DEFGRID3
* xyz 0 1
N 0.906 1.650 -0.375
C 0.053 0.473 -0.780
C 0.818 -0.832 -0.786
O 1.648 -0.981 0.290
C -1.154 0.271 0.256
N -0.542 0.067 1.580
O -1.929 -0.722 -0.273
H -1.052 -0.266 2.397
H 1.513 1.176 0.288
H -0.418 0.654 -1.724
H 1.403 -0.863 -1.701
H 0.007 -1.563 -0.782
H 1.407 2.282 -0.955
H 0.381 -0.386 1.413
H -1.846 1.096 0.354
*
```

Results
- E_LUMO (Eh) = -0.140
- E_HOMO (eV) = -9.360
- energy above the lowest of the compared OMol25 structures with the same formula, charge and spin (eV) = 7.720
- F_max (eV/A) = 5.92

Here are the Löwdin charges for atoms 1 to 5, given in e: 0.14, -0.22, -0.30, -0.13, -0.46

=====

# 5
Density functional theory data (ωB97M-V with the def2-TZVPD basis set) for an isolated molecule of C5H5NO at a distorted geometry.

ORCA input file:
```
! wB97M-V def2-TZVPD RIJCOSX def2/J DEFGRID3
* xyz 0 1
C -2.966 -0.260 -0.151
C -1.753 0.006 -0.140
C -0.219 0.205 -0.074
N 0.298 1.555 0.134
C 0.492 -0.897 0.129
C 1.878 -0.711 -0.036
O 2.548 0.248 -0.233
H -4.149 -0.349 0.212
H -0.232 2.378 -0.048
H 1.434 1.365 -0.074
H 0.218 -1.913 -0.104
H 2.451 -1.627 0.384
*
```

Results
- SMILES = C#C/C(N)=C/C=O
- E_LUMO (Eh) = -0.006
- E_HOMO (eV) = -9.175
- energy above the lowest of the compared OMol25 structures with the same formula, charge and spin (eV) = 4.382
- F_max (eV/A) = 6.45

Here are the Löwdin charges for atoms 1 to 5, given in e: 0.06, -0.07, -0.28, 0.10, -0.08

=====

# 6
Density functional theory data (ωB97M-V with the def2-TZVPD basis set) for an isolated molecule of C9H20O3S at a distorted geometry.

ORCA input file:
```
! wB97M-V def2-TZVPD RIJCOSX def2/J DEFGRID3
* xyz 0 1
C -4.808 -1.360 0.496
C -4.548 -0.012 -0.168
C -3.078 0.188 -0.535
C -2.168 0.245 0.676
H -2.632 0.826 1.474
H -1.888 -0.732 1.060
S -0.588 1.159 0.302
O -0.972 2.235 -0.615
C 0.198 -0.129 -0.778
C 0.812 -1.271 0.025
C 1.969 -0.753 0.890
O 2.967 -0.282 0.015
C 4.097 0.241 0.678
C 5.095 0.712 -0.367
H 5.395 -0.121 -0.998
H 4.642 1.476 -0.992
H 5.974 1.124 0.121
H 4.545 -0.537 1.317
H 3.792 1.078 1.324
H 2.365 -1.572 1.511
H 1.618 0.052 1.553
O 1.262 -2.296 -0.825
H 2.056 -1.966 -1.266
H 0.061 -1.738 0.672
H -0.541 -0.499 -1.485
H 0.980 0.400 -1.324
H -2.768 -0.618 -1.204
H -2.969 1.137 -1.071
H -4.868 0.792 0.499
H -5.144 0.058 -1.080
H -4.285 -1.432 1.447
H -4.471 -2.172 -0.145
H -5.871 -1.490 0.683
*
```

Results
- E_LUMO (Eh) = 0.028
- E_HOMO (eV) = -8.868
- energy above the lowest of the compared OMol25 structures with the same formula, charge and spin (eV) = 0.084
- F_max (eV/A) = 1.53

Here are the Löwdin charges for atoms 1 to 5, given in e: -0.11, -0.27, -0.27, -0.33, 0.09

=====

# 7
Density functional theory data (ωB97M-V with the def2-TZVPD basis set) for an isolated molecule of C5H6N2O at a distorted geometry.

ORCA input file:
```
! wB97M-V def2-TZVPD RIJCOSX def2/J DEFGRID3
* xyz 0 1
N -3.712 -0.360 0.276
C -2.860 -0.165 -0.459
C -1.823 0.035 -1.508
C -0.358 -0.061 -0.772
C 0.274 0.019 0.456
C 1.709 0.005 0.527
N 2.258 0.105 1.783
O 2.408 0.020 -0.468
H -1.681 -0.545 -2.414
H -1.806 1.106 -1.685
H 0.467 -0.176 -1.489
H -0.074 -0.215 1.413
H 1.964 0.365 2.701
H 3.233 -0.134 1.640
*
```

Results
- SMILES = N#CC/C=C/C(N)=O
- E_LUMO (Eh) = 0.009
- E_HOMO (eV) = -10.166
- energy above the lowest of the compared OMol25 structures with the same formula, charge and spin (eV) = 1.583
- F_max (eV/A) = 5.04

Here are the Löwdin charges for atoms 1 to 5, given in e: 0.14, -0.24, -0.10, 0.00, -0.03

=====

# 8
Density functional theory data (ωB97M-V with the def2-TZVPD basis set) for a structure of composition C11H21GaIN3O2P2 at a distorted geometry.

ORCA input file:
```
! wB97M-V def2-TZVPD RIJCOSX def2/J DEFGRID3
* xyz 2 1
C -2.268 2.457 -3.231
C -1.197 1.552 -3.093
H -2.383 2.751 -4.299
H -2.047 3.354 -2.618
H -3.193 1.957 -2.879
O -0.308 0.806 -2.989
I -2.097 1.388 1.813
Ga -0.399 0.275 0.278
P -1.448 -1.863 -0.213
C -0.455 -3.366 -0.452
C -2.471 -2.243 1.251
H -3.178 -3.048 1.005
H -3.282 -2.647 -1.547
H -3.014 -1.344 1.570
H -3.170 -0.859 -1.550
H 0.114 -3.574 0.464
H -1.829 -2.569 2.081
C -2.598 -1.791 -1.605
H -1.113 -4.224 -0.665
H -2.043 -1.818 -2.547
H 0.254 -3.233 -1.280
P 1.524 1.757 0.462
C 3.223 1.111 0.376
C 1.458 3.155 -0.689
H 0.378 2.784 2.338
H 2.080 3.354 2.195
H 1.712 1.744 2.879
C 1.413 2.486 2.127
H 0.430 3.533 -0.732
H 2.128 3.948 -0.326
H 3.947 1.936 0.476
H 3.389 0.587 -0.575
H 1.767 2.828 -1.688
H 3.378 0.398 1.198
C 0.912 -0.487 -1.397
O 1.651 -0.957 -2.149
N 0.553 -0.770 1.694
C 1.029 -1.347 2.607
N 1.431 -1.866 3.708
C 2.425 -2.703 3.866
N 3.297 -3.452 4.136
*
```

Results
- E_LUMO (Eh) = -0.347
- E_HOMO (eV) = -13.689
- energy above the lowest of the compared OMol25 structures with the same formula, charge and spin (eV) = 0.923
- F_max (eV/A) = 6.43

Here are the Löwdin charges for atoms 1 to 5, given in e: 0.10, 0.07, 0.17, 0.16, 0.16

=====

# 9
Density functional theory data (ωB97M-V with the def2-TZVPD basis set) for a cluster of 2 separate species, BrO3 in total at a distorted geometry.

ORCA input file:
```
! wB97M-V def2-TZVPD RIJCOSX def2/J DEFGRID3
* xyz 0 2
Br 2.556 0.107 0.000
O -0.879 -1.177 0.000
O -0.448 0.033 0.000
O -1.229 1.037 0.000
*
```

Results
- E_LUMO (spin up / spin down) (Eh) = -0.113 / -0.137
- E_HOMO (spin up / spin down) (eV) = -11.552 / -11.130
- ⟨S²⟩ = 0.75
- energy above the lowest of the compared OMol25 structures with the same formula, charge and spin (eV) = 0.090
- F_max (eV/A) = 2.69

Atomic charges from the Löwdin analysis, expressed in e, are listed below: 0.11, 0.06, -0.23, 0.07

=====

# 10
Density functional theory data (ωB97M-V with the def2-TZVPD basis set) for the ion C4H8Cl2NO3S with charge -1 at a distorted geometry.

ORCA input file:
```
! wB97M-V def2-TZVPD RIJCOSX def2/J DEFGRID3
* xyz -1 1
C -1.474 -1.002 -0.084
C -0.627 0.179 0.383
C -1.547 1.388 0.170
C 0.658 0.205 -0.345
N 1.316 1.415 0.060
Cl 2.495 1.958 -1.214
Cl 2.249 1.090 1.538
S 1.743 -1.436 0.031
O 1.407 -1.671 1.424
O 1.291 -2.398 -1.008
O 3.121 -1.067 -0.241
H -2.507 -0.682 -0.516
H -0.978 -1.522 -0.927
H -1.785 -1.836 0.599
H -0.449 0.049 1.399
H -2.339 1.483 0.861
H -0.964 2.351 0.116
H -2.049 1.352 -0.883
H 0.439 0.143 -1.363
*
```

Results
- SMILES = CC(C)[C@@H](N(Cl)Cl)S(=O)(=O)[O-]
- E_LUMO (Eh) = 0.115
- E_HOMO (eV) = -5.301
- energy above the lowest of the compared OMol25 structures with the same formula, charge and spin (eV) = 2.619
- F_max (eV/A) = 3.90

Here are the Löwdin charges for atoms 1 to 5, given in e: -0.09, -0.46, -0.09, -0.50, -0.78

=====

# 11
Density functional theory data (ωB97M-V with the def2-TZVPD basis set) for an isolated molecule of C4H10 at a distorted geometry.

ORCA input file:
```
! wB97M-V def2-TZVPD RIJCOSX def2/J DEFGRID3
* xyz 0 1
C 1.471 -0.713 0.049
C 0.827 0.687 -0.150
C -0.736 0.732 0.169
C -1.498 -0.603 -0.080
H 2.450 -0.615 -0.004
H 1.145 -1.273 -0.741
H 1.060 -0.993 1.095
H 1.219 1.618 0.453
H 1.020 1.005 -1.022
H -1.142 1.549 -0.641
H -0.914 0.971 1.268
H -1.571 -0.992 -0.976
H -1.126 -1.385 0.737
H -2.527 -0.497 -0.100
*
```

Results
- SMILES = CCCC
- E_LUMO (Eh) = 0.043
- E_HOMO (eV) = -10.692
- energy above the lowest of the compared OMol25 structures with the same formula, charge and spin (eV) = 2.696
- F_max (eV/A) = 7.66

Here are the Löwdin charges for atoms 1 to 5, given in e: -0.08, -0.26, -0.23, -0.14, 0.01

=====

# 12
Density functional theory data (ωB97M-V with the def2-TZVPD basis set) for an isolated molecule of C6H10N4 at a distorted geometry.

ORCA input file:
```
! wB97M-V def2-TZVPD RIJCOSX def2/J DEFGRID3
* xyz 0 1
C -0.401 1.810 0.059
N -0.593 0.747 0.749
C -0.931 -0.546 0.085
C -1.996 -1.364 0.789
N 0.467 -1.214 0.135
N 1.371 -0.408 -0.468
C 2.331 0.313 0.199
C 3.235 0.794 -0.681
N 2.825 0.334 -1.943
C 1.692 -0.307 -1.827
H -0.039 2.663 0.596
H -0.496 1.997 -0.976
H -1.275 -0.728 -0.963
H -2.973 -1.155 0.298
H -2.068 -0.902 1.825
H -1.849 -2.431 0.910
H 0.696 -1.242 1.078
H 2.255 0.449 1.245
H 4.255 1.196 -0.660
H 1.323 -1.048 -2.487
*
```

Results
- SMILES = C=N[C@H](C)Nn1ccnc1
- E_LUMO (Eh) = 0.037
- E_HOMO (eV) = -8.694
- energy above the lowest of the compared OMol25 structures with the same formula, charge and spin (eV) = 2.969
- F_max (eV/A) = 3.79

Here are the Löwdin charges for atoms 1 to 5, given in e: -0.02, 0.02, -0.38, -0.07, 0.06